Entry 1:
Density functional theory data (the ωB97M-V functional and the def2-TZVPD basis) for a single C17H18ClN3O3S molecule in a non-equilibrium geometry.

Geometry as ORCA input:
```
! RIJCOSX wB97M-V def2-TZVPD def2/J DEFGRID3
* xyz 0 1
Cl -2.860 2.577 0.052
S -2.472 -0.460 0.830
O -1.925 -1.779 1.007
O -3.166 0.134 1.930
O 3.912 1.904 -0.698
N 2.542 0.237 0.058
N 7.111 -1.822 0.188
N -3.416 -0.343 -0.535
C 1.085 2.176 -0.309
C 6.087 -1.912 1.017
C 1.285 0.836 0.028
C 3.754 0.780 -0.275
C -1.280 1.924 0.035
C -5.474 -1.580 0.057
C -4.652 -2.734 -0.530
C 7.064 -0.911 -0.768
C -1.086 0.594 0.366
C -4.843 -0.231 -0.321
C 5.991 -0.052 -0.946
C -3.031 -1.208 -1.633
C -4.061 -2.318 -1.875
C -0.188 2.713 -0.305
C 0.181 0.053 0.364
C 4.955 -1.115 0.927
C 4.900 -0.163 -0.088
H -3.575 -3.163 -2.363
H 0.283 -0.987 0.636
H -5.276 -3.621 -0.642
H -0.340 3.749 -0.562
H 5.983 0.692 -1.726
H 7.930 -0.866 -1.415
H 4.164 -1.220 1.654
H 6.177 -2.662 1.792
H -5.507 -1.676 1.143
H 2.536 -0.733 0.342
H -3.830 -2.979 0.145
H -6.498 -1.613 -0.320
H -5.276 0.165 -1.244
H -4.989 0.499 0.475
H -2.898 -0.593 -2.532
H -4.858 -1.959 -2.530
H 1.932 2.788 -0.571
H -2.067 -1.643 -1.364
*
```

Summary:
Highest occupied orbital energy in eV: -8.90
Calculated total energy in eV: -51891.709
LUMO in eV: -0.073
Gap between HOMO and LUMO in eV: 8.82

Entry 2:
Density functional theory data (the ωB97M-V functional and the def2-TZVPD basis) for a single C6H10O molecule in a non-equilibrium geometry.

Geometry as ORCA input:
```
! RIJCOSX wB97M-V def2-TZVPD def2/J DEFGRID3
* xyz 0 1
O 0.751 -0.020 1.602
C -0.770 -0.329 0.799
C 0.739 -1.631 -0.078
C 0.694 -0.439 -1.012
C -0.367 -1.729 0.679
C -0.439 1.836 -0.411
C -0.568 0.327 -0.554
H 0.342 2.050 0.323
H 1.577 0.203 -0.962
H 1.223 0.794 1.885
H -1.679 -0.066 1.361
H 1.608 -2.275 -0.010
H -0.185 2.318 -1.358
H -1.377 2.275 -0.046
H 0.613 -0.822 -2.037
H -1.404 0.113 -1.243
H -0.570 -2.459 1.453
*
```

Summary:
Highest occupied orbital energy in eV: -8.91
Calculated total energy in eV: -8428.767
LUMO in eV: 0.948
Gap between HOMO and LUMO in eV: 9.85

Entry 3:
Density functional theory data (the ωB97M-V functional and the def2-TZVPD basis) for a molecular structure, C9H13N5S in a non-equilibrium geometry.

Geometry as ORCA input:
```
! RIJCOSX wB97M-V def2-TZVPD def2/J DEFGRID3
* xyz 2 1
S -0.576 -0.908 -1.882
N -0.561 1.578 0.899
N 0.710 -0.369 1.274
N 2.092 0.195 -0.374
N 3.094 -0.699 1.554
N 1.334 3.056 -0.231
C -2.508 -2.682 -0.608
C 2.001 -0.336 0.915
C -0.118 0.341 0.375
C -1.306 -0.562 -0.204
C -1.303 2.479 1.081
C 0.949 0.555 -0.803
C -1.611 -1.967 0.376
C 0.147 0.787 -1.989
C 2.133 3.866 -0.527
H 3.089 -1.543 2.098
H -0.666 -2.393 0.430
H -3.358 -2.059 -0.728
H -2.878 -3.514 -0.141
H -0.633 1.439 -1.950
H -2.111 -2.909 -1.539
H 0.460 -0.931 2.044
H -2.036 3.165 1.333
H -2.137 0.138 -0.482
H 0.795 0.872 -2.939
H -1.916 -1.720 1.434
H 2.886 4.618 -0.664
H 4.027 -0.497 1.247
*
```

Summary:
Highest occupied orbital energy in eV: -16.18
Calculated total energy in eV: -27808.919
LUMO in eV: -8.303
Gap between HOMO and LUMO in eV: 7.88

Entry 4:
Density functional theory data (the ωB97M-V functional and the def2-TZVPD basis) for a molecular structure, C4H9INO in a non-equilibrium geometry.

Geometry as ORCA input:
```
! RIJCOSX wB97M-V def2-TZVPD def2/J DEFGRID3
* xyz 1 1
I -1.583 -2.729 0.302
O 1.710 -4.135 -0.422
N -1.539 1.692 -0.303
C -0.496 2.609 0.054
C 1.059 -0.772 0.501
C 0.541 -1.919 -0.409
C 1.183 -3.157 -0.339
H -2.019 1.384 0.568
H -0.771 3.615 -0.176
H 0.640 -1.066 1.377
H 0.445 -1.746 -1.535
H 0.433 2.155 -0.575
H -2.179 2.013 -1.010
H 2.108 -0.717 0.604
H 0.713 0.209 0.250
H -0.243 2.563 1.115
*
```

Summary:
Highest occupied orbital energy in eV: -12.12
Calculated total energy in eV: -15922.461
LUMO in eV: -6.491
Gap between HOMO and LUMO in eV: 5.63

Entry 5:
Density functional theory data (the ωB97M-V functional and the def2-TZVPD basis) for a molecular structure, C5H8N3O in a non-equilibrium geometry.

Geometry as ORCA input:
```
! RIJCOSX wB97M-V def2-TZVPD def2/J DEFGRID3
* xyz 1 1
O -0.138 -1.281 1.067
N -2.528 -0.604 1.041
N 0.431 0.675 0.046
N -2.872 0.811 -0.882
C 0.696 -0.542 0.480
C -2.793 0.130 0.100
C 1.493 1.212 -0.650
C 2.488 0.359 -0.585
C 2.033 -0.928 -0.054
H 1.850 -1.587 -0.921
H -2.846 -0.718 1.969
H -1.310 -1.042 1.014
H 2.612 -1.538 0.616
H 3.411 0.438 -1.175
H -0.275 1.292 0.491
H 1.399 2.116 -1.126
H -3.651 1.206 -1.432
*
```

Summary:
Highest occupied orbital energy in eV: -13.25
Calculated total energy in eV: -11824.467
LUMO in eV: -3.395
Gap between HOMO and LUMO in eV: 9.85

Entry 6:
Density functional theory data (the ωB97M-V functional and the def2-TZVPD basis) for 2 unconnected molecules or ions with the total composition C10H20N2P in a non-equilibrium geometry.

Geometry as ORCA input:
```
! RIJCOSX wB97M-V def2-TZVPD def2/J DEFGRID3
* xyz 1 1
P 0.995 -0.199 -1.424
N -1.756 0.781 1.492
N -0.605 -0.995 2.650
C 3.275 0.539 -2.611
C -1.731 -1.527 3.571
C -1.976 1.267 0.168
C -2.824 1.184 2.480
C 0.984 1.029 -2.840
C -0.865 -0.160 1.678
C 2.792 -0.434 -1.612
C 0.690 -1.648 2.722
C 2.758 2.442 -4.141
C 2.419 1.438 -3.119
H 0.564 0.542 -3.689
H 1.873 3.177 -4.190
H -2.092 2.341 0.260
H -2.780 0.638 -0.195
H -1.615 -2.619 3.694
H -2.966 2.407 2.581
H 3.652 3.074 -3.945
H 4.363 0.623 -2.687
H 0.463 1.953 -2.420
H 3.102 -0.353 -0.593
H -2.546 -1.248 2.924
H 3.146 -1.398 -2.056
H 2.765 1.892 -5.110
H 0.998 -1.758 3.839
H -3.878 0.842 2.311
H -2.547 0.929 3.452
H -1.202 1.031 -0.512
H -1.757 -1.143 4.572
H 0.742 -2.657 2.463
H 1.348 -0.951 2.079
*
```

Summary:
Highest occupied orbital energy (spin up / spin down) in eV: -10.62 / -11.49
Calculated total energy in eV: -22951.213
LUMO (spin up / spin down) in eV: -5.383 / -3.553
Gap between HOMO and LUMO (spin up / spin down) in eV: 5.24 / 7.94